# 1
Density functional theory data (ωB97M-V/def2-TZVPD) for a structure of composition C48H47As3BrFeN9 at a distorted geometry.

Atoms and positions in Å:
H  -3.4368  -3.5956  1.4079
H  -1.3346  -2.5006  -0.4931
C  1.2995  0.1342  -5.5317
C  0.2974  2.3355  -5.2677
C  -1.6369  -5.4208  3.8523
C  0.3655  2.6190  1.7223
H  0.6203  4.5152  6.0657
C  -5.0916  2.6484  -1.6148
H  -0.1964  -3.6485  -1.3316
C  2.0715  3.9184  2.5336
C  4.3447  -1.2275  -1.5686
C  -2.7143  2.4227  -1.5348
C  -0.2794  -2.8713  -0.5342
C  1.6039  0.5260  -6.8581
C  4.5791  -0.4393  0.7045
H  1.7982  -5.2273  0.2966
N  3.3281  0.7851  -0.9624
C  -3.9481  2.3259  0.5481
H  2.0536  -0.2135  -7.4488
H  0.3597  3.6333  -6.8889
H  2.4690  -3.6463  0.7157
C  3.1612  7.1181  -1.3405
N  2.8079  4.5220  0.2981
H  -3.2199  -1.4143  0.9886
H  -1.2799  -1.4639  5.2461
C  2.6274  5.8981  -1.7246
N  -0.6092  1.9330  -0.8024
C  1.1745  4.5292  -2.8212
C  2.1048  4.9401  4.6434
H  -1.7016  -8.6651  4.3641
H  -4.0304  2.2585  1.6491
H  -1.9430  -9.2497  -0.2517
C  2.3047  8.0707  -3.4263
H  2.5383  5.5794  5.4191
C  1.6528  6.8648  -3.6952
H  -3.9244  -3.7549  3.0390
H  2.1674  8.8576  -4.1574
C  0.6367  1.0378  -4.7813
H  -0.5537  -8.1493  3.0696
H  -1.1444  -9.8973  3.1817
H  -3.0397  -1.2624  4.8873
H  -2.3999  -0.0490  1.9869
H  -2.4379  -5.5548  4.6429
C  -1.9524  -8.2665  0.2395
H  1.0533  1.9862  -8.4631
C  2.7273  4.8379  3.4148
N  -0.9407  2.3086  1.5485
C  -0.1440  3.0563  -4.0360
H  -3.7455  2.6442  -3.3732
N  0.1905  4.2745  -3.7082
H  0.3910  -1.9849  -0.7353
C  0.8674  3.2544  2.9018
C  -2.7173  2.3569  -0.0853
C  0.5312  2.6404  -6.6090
C  0.9256  4.2398  5.0454
C  -2.9640  -0.9644  1.9998
H  1.0759  6.7146  -4.5902
H  -5.9749  2.9395  -2.1210
H  5.2697  -2.4483  0.0590
H  4.8119  -0.4411  1.7593
C  -1.4173  -8.8129  3.3193
As  -1.7770  -2.3215  2.8066
H  -6.0337  2.4681  0.3290
H  -4.0815  -6.4085  2.8854
As  -2.8541  -8.3670  2.0134
H  -0.9968  -6.2936  3.8699
H  3.7595  1.4614  1.0029
N  -0.7502  2.1236  -3.1947
N  0.9685  0.5942  -2.3699
C  2.4042  4.6555  -0.9992
C  -2.2218  -1.9660  4.7701
C  -2.2898  -5.2519  2.4408
C  -3.2988  -6.3586  2.1590
C  4.7488  -1.4941  -0.2273
H  3.6269  7.2620  -0.3574
C  3.6547  -0.0871  -1.9001
C  -1.3030  2.2989  -1.9160
N  1.3528  2.6810  0.7405
H  -3.7800  -6.2371  1.1790
H  -2.3275  -7.5399  -0.4622
H  -3.8241  -0.8591  2.6535
Fe  1.3491  1.8477  -1.0223
H  2.1904  -4.8257  1.9961
C  1.8105  -4.4298  1.0720
H  -0.4777  2.7054  4.5864
C  2.2660  3.6352  1.1107
Br  4.8613  -2.4818  -2.9385
N  1.6808  3.7638  -1.8021
C  2.9909  8.1797  -2.2252
H  1.7140  -0.7973  -5.1583
H  -1.3633  -5.5974  0.4004
C  -1.1189  -5.3390  1.3998
C  1.8116  5.7975  -2.8401
C  1.0587  1.6795  -7.4023
C  0.3444  3.3404  4.2410
C  3.8601  0.6919  0.2694
C  -3.8686  2.5634  -2.2902
H  -2.4055  -2.9065  5.3011
C  -1.3586  2.1856  0.3051
H  3.4186  0.1387  -2.9219
C  -5.1117  2.4905  -0.2149
H  3.3393  9.1959  -1.9260
H  -0.9171  -8.0775  0.4196
H  3.6530  5.3707  3.2084
As  -0.0153  -3.6607  1.2314
C  0.3219  1.0982  -3.3445
C  -3.0372  -3.8732  2.4334
H  -1.0382  -4.5400  4.1292
H  -0.3671  -6.0725  1.7655

Calculated values
Multiplicity = 5
HOMO (alpha / beta) = -5.687 / -5.687 eV
Molar mass = 1110.482 u
Largest force on an atom = 4.708 eV/Å
Total energy = -12894.87564 a.u.
LUMO energy (alpha / beta) = -0.86 / -1.81 eV
HOMO-LUMO gap (alpha / beta) = 4.828 / 3.879 eV

# 2
Density functional theory data (ωB97M-V/def2-TZVPD) for a cluster of 2 separate species, C48H47BN2O5 in total at a distorted geometry.

Atoms and positions in Å:
C  -2.5881  0.8517  0.6286
C  5.2665  -2.8358  -0.2916
H  7.9234  0.2283  0.9796
C  -6.3790  -0.2260  0.2252
H  -5.9436  1.7983  0.7630
H  5.0218  -0.8722  4.8003
H  8.6324  -1.3074  -3.9505
H  -1.1545  -0.6197  4.0836
H  1.3967  1.8410  0.2806
H  -3.9662  -1.3959  -2.6239
C  -2.4884  2.3898  3.1468
H  -2.7351  -0.4284  -4.4976
C  4.6598  -4.9397  -0.8148
C  -2.7353  2.9235  4.4093
C  5.0975  -0.6457  3.7474
H  0.6235  0.4255  -0.4917
H  -1.3284  4.3822  -2.2544
H  -6.2975  -0.9675  -0.5813
H  -7.6042  -2.5703  0.5508
N  -3.8054  0.2812  -1.3621
H  -9.1784  -1.8381  4.5100
H  -0.9701  -0.2508  1.5126
H  -8.1336  0.4311  4.4920
H  5.2616  -0.1543  -2.8098
H  6.1377  -6.9896  0.2423
C  -7.7221  -1.9267  1.4260
C  -1.8893  1.1136  2.9917
H  -6.8046  1.1822  2.5245
H  -3.2748  1.6916  0.7604
C  -2.3939  2.2040  5.5605
C  -6.8475  1.9142  -2.6387
C  -1.6953  0.5455  1.6648
C  -2.4770  4.3342  -4.0926
H  -6.6501  2.9944  -2.6394
H  2.9699  1.3011  -3.1959
C  7.9312  -0.3380  0.0598
O  5.3433  0.4347  1.8000
H  7.6160  -5.9933  0.2632
C  -7.2735  0.1958  2.5307
H  0.9109  1.9062  -1.4378
C  -5.1325  0.2714  -3.2851
C  4.4528  -0.3922  -0.7861
H  -1.7180  -0.3206  -3.0328
H  -2.1303  -0.7649  -0.7456
H  -4.5032  2.2749  -1.0057
H  4.0991  -5.7761  -1.2008
H  -7.2472  1.6274  -3.6124
C  -2.7697  0.0933  -0.5193
H  -1.5901  0.3513  6.3356
C  8.6031  -1.3100  -1.8454
C  -2.5368  1.5550  -3.7298
C  -3.1517  2.1344  -4.8446
C  5.5653  1.9155  3.6575
C  9.0437  -0.4897  -0.8294
C  6.5666  -6.0377  0.5641
H  4.8940  -2.6742  2.7330
H  -2.4749  5.4180  -4.2225
C  -5.7848  0.9702  0.0678
H  -3.6196  3.9546  -5.8989
O  6.2058  -3.6909  0.2226
B  5.3921  -1.3195  0.0264
H  3.4843  -3.1146  -1.5063
C  5.8064  -4.9762  -0.0540
H  -3.6832  1.4889  -5.5501
C  -8.0144  -0.2340  3.6349
H  5.4125  1.9165  4.7390
H  10.0281  -0.0530  -0.7050
H  -7.5877  1.6920  -1.8635
H  -2.5157  2.6540  6.5466
H  9.1326  -2.8426  -3.2020
C  -8.6019  -1.5079  3.6459
C  -3.1244  3.5175  -5.0288
C  3.2907  0.8192  -2.2850
H  -3.1656  3.9203  4.5005
H  6.5039  -5.9787  1.6583
C  -1.5913  0.3805  4.1774
H  10.2006  -1.4366  -3.1680
C  -7.1277  -0.6396  1.3961
C  -3.8408  -0.3045  -2.7038
H  6.6004  2.2170  3.4477
C  -8.4446  -2.3567  2.5350
H  -8.8931  -3.3506  2.5436
C  -2.6166  0.0633  -3.5270
O  3.3379  0.1015  -0.1589
H  -1.3358  1.9072  -1.9775
C  -1.8422  2.3665  -2.8297
O  7.3075  -1.6860  -1.5994
H  4.8860  2.6360  3.1946
C  5.0382  -1.5979  2.6741
C  4.3333  -3.5529  -0.9821
O  -5.6288  -0.0024  -4.3725
C  1.3155  1.2670  -0.6495
C  6.8702  -1.0288  -0.4637
C  -1.8352  3.7555  -2.9911
C  2.6111  0.7980  -1.0867
N  -5.6283  1.1712  -2.3816
C  5.3118  0.5825  3.1635
C  -1.8447  0.9162  5.4361
C  -4.9097  1.2553  -1.1175
C  4.4831  0.0596  -2.0798
C  9.1630  -1.7550  -3.1013
H  -2.7193  2.9756  2.2580
C  5.2137  -0.9041  1.5130

Calculated values
HOMO = -5.494 eV
Molar mass = 742.725 u
Largest force on an atom = 2.359 eV/Å
Total energy = -2367.68830 a.u.
LUMO energy = -3.24 eV
HOMO-LUMO gap = 2.256 eV

# 3
Density functional theory data (ωB97M-V/def2-TZVPD) for a cluster of 5 separate species, C48H47F4N3O2 in total.

Atoms and positions in Å:
H  -6.0725  1.8747  10.3855
H  -8.3919  -0.0676  8.6327
F  3.7892  0.1836  -2.3395
C  -8.3738  -3.6718  5.7272
C  2.2110  3.5240  0.4263
C  0.1762  0.7321  -4.2020
H  -7.8935  -3.8562  4.7674
H  5.1904  1.9161  -7.4644
C  2.8739  1.8708  2.0438
C  -5.8044  0.8081  8.5279
H  3.2255  -0.6771  -4.7050
H  1.0338  -0.3583  -5.8409
H  -3.6531  0.7668  8.2174
H  -7.5379  1.8373  9.4031
C  10.2201  0.6797  -6.1211
C  -0.2848  -2.0416  -8.7685
C  0.7012  0.6472  6.0489
C  0.6342  2.7339  2.0565
H  -6.9986  0.4003  10.2966
C  10.0267  -0.3504  -5.2112
C  9.2044  1.5902  -6.3757
H  -3.8708  -0.6278  -8.5008
C  -6.4419  -0.3733  7.7985
C  -6.6693  1.2615  9.7137
H  -0.3541  2.7541  2.4960
H  6.5282  1.2008  -9.4166
H  -0.7760  0.8762  -4.6946
C  -6.3651  -2.2419  6.2403
F  7.0137  2.3260  -5.9445
C  -1.7777  -0.2059  -8.5138
H  0.5966  0.3360  3.3911
H  -1.5883  0.2032  7.0391
C  -2.9976  0.9960  5.2031
C  5.7139  0.5833  -9.0619
H  3.6284  1.2131  2.4509
C  4.3812  -1.4161  -9.2532
H  1.6829  0.3841  6.4454
C  -4.3648  0.5575  9.0118
C  3.9216  0.1943  -7.5084
C  0.9933  1.5961  4.9034
C  -3.8806  -1.2574  5.4234
H  -8.3332  -4.5867  6.3161
H  -5.8089  -2.8763  5.5619
H  -9.4661  -1.9121  7.4974
H  4.1672  2.6664  0.5294
H  6.0016  -0.9255  -10.5604
H  -2.2097  -0.6566  4.2657
H  0.2196  1.2513  6.8142
H  -4.2092  -0.4796  9.3038
C  -1.5267  -0.6394  6.3543
N  -3.3216  2.0974  5.1583
C  1.6032  1.0507  -2.2855
C  8.0095  1.4469  -5.7013
C  4.9629  0.9877  -7.9661
C  2.4186  -0.1426  -4.2213
H  -0.4035  1.7771  -2.4191
H  0.1814  4.1973  0.5635
N  1.3075  0.9948  3.6789
F  2.6432  -1.7603  -7.6939
H  1.7827  1.4306  -1.2883
H  0.3475  0.0132  -8.5553
C  -0.0861  -0.6437  5.7582
C  -5.7524  -1.1832  6.8881
O  1.0652  2.7828  5.0838
C  -1.3703  -2.9044  -8.8396
H  -1.2104  -3.9669  -8.9636
H  -3.5094  -3.0717  -8.8045
C  8.8121  -0.4714  -4.5497
C  0.3851  1.2353  -2.9245
H  0.4560  -1.4784  6.1960
H  -5.7839  1.6427  7.8211
C  -0.4840  -0.6779  -8.6076
H  4.1388  -2.3552  -9.7324
N  -1.9343  -2.8552  7.6699
F  -1.9777  1.1185  -8.3508
C  -2.6615  -2.4022  -8.7477
H  -3.6169  -2.3197  5.4005
C  -7.7889  -0.6692  7.9699
C  3.1787  2.6891  0.9661
C  3.6578  -0.9916  -8.1587
H  8.6575  -1.2749  -3.8422
H  6.8352  0.3623  -4.2849
H  -4.5602  -1.0701  4.5884
H  11.1662  0.7780  -6.6362
C  -2.6138  -0.4236  5.2526
C  5.4196  -0.6127  -9.7039
C  -7.7102  -2.5252  6.4387
C  1.1933  0.0419  -4.8473
C  7.7890  0.4339  -4.7907
H  -9.4151  -3.4301  5.5225
H  10.8211  -1.0584  -5.0176
C  2.5981  0.3639  -2.9507
H  0.7205  -2.4276  -8.8344
C  0.9392  3.5491  0.9798
H  2.4581  4.1399  -0.4265
H  3.3142  0.4845  -6.6630
H  -0.1344  -0.8663  4.6960
C  -8.4173  -1.7201  7.3145
C  -2.8745  -1.0413  -8.5804
C  -1.7562  -1.8795  7.0935
H  -4.1203  1.2265  9.8336
C  1.6006  1.8899  2.5821
H  9.3301  2.3983  -7.0836
O  -4.4337  -0.8896  6.6555

Calculated values
HOMO = -8.576 eV
Molar mass = 773.915 u
Largest force on an atom = 0.786 eV/Å
SMILES = Cc1ccc(C(C)C)c(OC[C@@H](C#N)[C@@H](C#N)CCC(=O)Nc2ccccc2)c1.Fc1ccccc1.Fc1ccccc1.Fc1ccccc1.Fc1ccccc1
Total energy = -2571.46294 a.u.
LUMO energy = 0.26 eV
HOMO-LUMO gap = 8.833 eV

# 4
Density functional theory data (ωB97M-V/def2-TZVPD) for a structure of composition C48H47FIN4O3PZr at a distorted geometry.

Atoms and positions in Å:
H  1.1419  -0.9984  -3.1688
O  1.8327  1.1082  -2.2340
C  3.3717  -2.5441  -0.0881
I  4.9972  0.8610  -0.2106
H  0.4125  -2.5827  -3.5355
H  -0.5135  4.1460  4.5027
C  -3.0273  1.7835  -1.5304
H  -6.6465  2.5845  -0.4599
H  2.5577  -3.1945  -4.4673
H  -9.1137  -1.5410  -1.2854
C  7.4121  0.2928  1.1950
C  -2.7947  4.7879  -3.7988
H  2.9823  -5.7662  -1.0576
N  2.2566  -2.2158  -4.4535
C  1.5514  -1.9323  -5.7412
H  4.1271  -1.5750  -5.1818
C  3.4926  -1.3805  -4.3208
C  1.8900  2.5763  2.7234
C  7.9643  0.0249  3.4904
H  0.2137  -0.0455  4.1015
H  3.1803  -0.3383  -4.2991
H  7.7488  0.4246  0.1772
C  0.9724  -4.2346  3.0447
H  -8.4327  -0.4089  -2.4808
H  -8.4909  2.0054  -2.0178
P  2.6654  -0.0281  2.3774
H  -10.2241  0.5796  -1.2723
C  -2.8724  -0.3398  -0.3652
H  2.9245  0.0628  5.0063
H  -9.1524  2.5771  -0.4657
H  0.6920  -2.5928  -5.8175
H  1.4243  4.6392  3.0529
H  0.0556  -1.2276  1.7975
C  2.7326  -2.6274  3.3699
C  -1.0934  3.0077  -2.1508
C  3.9520  0.0796  4.6577
C  1.2007  1.9649  -1.5321
H  3.7200  -2.3957  3.7438
H  -9.4953  0.3125  0.1686
C  1.1455  3.6146  3.2563
C  2.2353  -3.9131  3.5227
C  -7.1699  -0.7270  -0.7397
H  -4.9484  4.2310  -4.0310
C  6.2571  -0.0060  5.2045
C  -0.8232  0.9162  -0.9789
F  -4.8152  -1.4102  0.3046
H  -0.7052  3.9158  -2.5868
C  8.3797  0.1195  2.2026
O  1.7272  2.3109  -0.4384
N  -2.4209  2.8923  -2.1157
H  9.4279  0.0961  1.9434
H  0.5873  -5.2361  3.1754
H  8.6817  -0.0719  4.2940
H  2.8340  -4.6609  4.0237
H  2.7542  2.8046  2.1053
C  0.4629  0.9749  3.8356
H  -1.8857  4.5119  -4.3122
C  6.5893  0.0568  3.8285
C  -4.2280  -0.3966  -0.3376
C  4.9641  0.0337  5.6245
H  -3.7633  4.5040  -1.8172
C  0.0573  3.3343  4.0736
C  2.8745  -4.6912  -1.0509
C  1.9551  -1.6456  2.7518
H  3.9408  -1.9890  0.6572
C  -2.2337  0.7616  -0.9662
C  -8.5561  1.8047  -0.9490
C  -4.4288  1.6799  -1.5176
H  -2.2981  -1.1203  0.1133
H  -2.9840  5.8499  -3.7633
H  4.1918  -4.3978  0.6115
H  -7.3012  -0.9917  0.3171
C  5.5684  0.1671  2.8333
C  1.3323  -2.0699  -3.2521
H  1.2431  -0.8898  -5.7276
C  0.2019  -3.2662  2.4156
C  0.6882  -1.9765  2.2678
H  -3.7509  2.9316  -4.4989
O  0.0033  0.0541  -0.4202
C  3.5372  -3.9263  -0.1086
C  6.0720  0.3225  1.5062
N  -9.3089  0.5046  -0.8207
H  4.7139  0.0087  6.6748
H  2.2464  -2.1100  -6.5575
C  1.9799  -2.6728  -2.0376
C  -3.2535  3.9895  -2.6211
C  4.2096  0.1212  3.3018
H  -5.0221  2.4346  -2.0067
C  2.5657  -1.8814  -1.0333
C  -3.9467  3.8367  -3.9416
H  1.6028  -4.6625  -2.7676
N  -6.4569  0.5339  -0.8978
H  -1.1137  1.8074  5.0202
C  2.1012  -4.0577  -2.0166
C  1.5525  1.2518  3.0114
H  7.0677  -0.0724  5.9180
H  -0.7881  -3.5143  2.0574
H  -6.6226  -1.5402  -1.2094
Zr  2.0947  0.1516  -0.2505
C  -5.0592  0.6032  -0.9220
C  -7.1880  1.6532  -0.3110
C  -8.5230  -0.6366  -1.4190
H  3.9956  -1.6579  -3.3979
H  -7.2979  1.5179  0.7747
C  -0.2835  2.0191  4.3612
C  -0.2811  2.0211  -1.6401

Calculated values
HOMO = -16.303 eV
Molar mass = 996.029 u
Largest force on an atom = 1.578 eV/Å
Total energy = -3086.82565 a.u.
LUMO energy = -14.40 eV
Charge = +4
HOMO-LUMO gap = 1.907 eV